Entry from the OMol25 dataset: a cluster of 2 separate species, C2H4OS in total at a distorted geometry (ωB97M-V with the def2-TZVPD basis set).

Computed properties:
E (Ha): -551.921882
Orbital gap (eV): 10.264
HOMO level (eV): -10.38

CARTESIAN COORDINATES (ANGSTROEM)
1 C 2.00 -0.93 0.19
2 C -0.72 0.50 -0.62
3 O -0.70 0.01 0.74
4 S 1.91 -1.97 1.35
5 H -0.27 0.66 1.31
6 H 0.28 0.72 -0.91
7 H -1.52 1.33 -0.77
8 H -0.97 -0.32 -1.30

=====

Entry from the OMol25 dataset: the molecule C2H4OS at a distorted geometry (ωB97M-V with the def2-TZVPD basis set).

Computed properties:
E (Ha): -551.980669
Orbital gap (eV): 8.799
HOMO level (eV): -9.44
SMILES: OCC=S

CARTESIAN COORDINATES (ANGSTROEM)
1 O -0.98 -1.21 -0.12
2 C -0.64 0.15 0.06
3 C 0.86 0.45 -0.13
4 S 2.07 -0.63 0.00
5 H -0.12 -1.57 -0.11
6 H -1.30 0.89 -0.46
7 H -0.86 0.35 1.16
8 H 0.98 1.57 -0.38